one | Entry from OMol25: a 2-piece molecular cluster, C10H11N3O2 overall (the ωB97M-V functional and the def2-TZVPD basis).

Geometry (Å):
C  2.308  0.273  -2.612
C  0.919  0.067  -2.770
C  2.779  0.537  -1.329
C  0.034  0.028  -1.742
C  1.986  0.369  -0.159
C  0.604  0.106  -0.433
C  2.361  0.602  1.162
C  1.525  0.308  2.180
C  -2.482  -0.112  2.672
C  0.165  0.023  1.952
N  -0.247  -0.041  0.663
N  -0.703  -0.189  2.919
N  -3.192  -1.013  -1.483
O  -2.760  -0.301  1.502
O  -2.952  0.146  3.715
H  3.019  0.361  -3.529
H  0.674  0.059  -3.783
H  3.829  0.728  -1.160
H  -1.003  -0.225  -1.930
H  3.505  0.861  1.325
H  1.859  0.639  3.178
H  -1.288  -0.252  0.532
H  -0.407  0.127  3.895
H  -3.330  -1.450  -2.405
H  -3.619  -0.083  -1.590
H  -3.583  -1.565  -0.773

Summary:
- M (g mol⁻¹) = 205.22
- 2S+1 = 1
- Kohn-Sham gap (eV) = 8.307

Atomic partial charges in e from the Mulliken method, atoms 1 to 6:
1 C -0.71
2 C -0.23
3 C -0.55
4 C -0.78
5 C 0.58
6 C 0.71

---

two | Entry from OMol25: one molecule with the formula C10H11N3O2 (the ωB97M-V functional and the def2-TZVPD basis).

Geometry (Å):
C  1.485  1.023  0.791
C  0.462  2.065  0.589
N  0.946  3.131  -0.429
O  1.615  2.801  -1.314
O  0.754  4.263  -0.137
N  -0.095  2.662  1.737
N  -1.511  2.526  1.908
C  -1.964  1.822  0.926
C  -1.055  1.299  -0.196
C  -0.819  -0.177  -0.446
C  -0.584  -0.593  -1.718
C  -0.272  -1.957  -1.884
C  -0.115  -2.898  -0.853
C  -0.499  -2.387  0.408
C  -0.785  -1.034  0.665
H  2.297  1.402  1.261
H  1.587  0.670  -0.223
H  1.140  0.236  1.392
H  0.067  3.635  1.902
H  -3.047  1.674  0.867
H  -1.329  1.792  -1.118
H  -0.866  0.019  -2.522
H  0.092  -2.255  -2.839
H  0.350  -3.846  -1.078
H  -0.345  -3.141  1.284
H  -1.106  -0.755  1.603

Summary:
- M (g mol⁻¹) = 205.22
- 2S+1 = 1
- SMILES = C[C@]1([N+](=O)[O-])NN=C[C@@H]1c1ccccc1
- Kohn-Sham gap (eV) = 9.447

Atomic partial charges in e from the Mulliken method, atoms 1 to 6:
1 C -1.75
2 C 0.60
3 N 1.10
4 O -0.62
5 O -0.68
6 N -0.10

---

It is two that is the least stable of them.

---

one | Entry from OMol25: one molecule with the formula C3H7NO2 (the ωB97M-V functional and the def2-TZVPD basis).

Geometry (Å):
C  -0.280  1.756  0.317
C  0.060  0.399  0.936
C  -0.325  -0.708  -0.015
O  -1.460  -1.074  -0.267
N  0.712  -1.225  -0.698
O  0.508  -2.398  -1.486
H  -0.089  2.556  1.028
H  -1.328  1.777  0.027
H  0.325  1.932  -0.570
H  -0.523  0.263  1.848
H  1.122  0.342  1.185
H  1.734  -1.252  -0.647
H  -0.456  -2.366  -1.657

Summary:
- M (g mol⁻¹) = 89.09
- 2S+1 = 1
- SMILES = CCC(=O)NO
- Kohn-Sham gap (eV) = 10.397

Atomic partial charges in e from the Mulliken method, atoms 1 to 6:
1 C -1.11
2 C -0.32
3 C 0.62
4 O -0.68
5 N -0.12
6 O -0.42

---

two | Entry from OMol25: one molecule with the formula C3H7NO2 (the ωB97M-V functional and the def2-TZVPD basis).

Geometry (Å):
N  -2.108  -0.698  -0.544
C  -1.739  0.545  0.248
C  -0.232  0.763  -0.021
O  0.469  -0.279  0.652
C  1.767  -0.461  0.276
O  2.342  0.184  -0.656
H  -1.490  -1.442  -0.264
H  -3.086  -1.038  -0.356
H  -2.380  1.293  -0.120
H  -1.857  0.439  1.342
H  0.021  0.757  -1.117
H  0.064  1.758  0.363
H  2.220  -1.196  0.976

Summary:
- M (g mol⁻¹) = 89.09
- 2S+1 = 1
- SMILES = NCCOC=O
- Kohn-Sham gap (eV) = 10.581

Atomic partial charges in e from the Mulliken method, atoms 1 to 6:
1 N -0.62
2 C -0.42
3 C -0.45
4 O -0.26
5 C 0.19
6 O -0.53

---

It is one that is the least stable of them.

---

one | Entry from OMol25: a 2-piece molecular cluster, C3H7NO2 overall (the ωB97M-V functional and the def2-TZVPD basis).

Geometry (Å):
O  -0.979  -0.883  1.198
C  -1.311  -0.539  -0.125
C  -0.446  0.593  -0.651
N  0.941  0.134  -0.725
C  2.358  -0.116  1.622
O  1.584  0.538  2.141
H  -0.019  -1.004  1.217
H  -2.361  -0.233  -0.123
H  -1.209  -1.404  -0.802
H  -0.487  1.418  0.069
H  -0.841  0.974  -1.606
H  1.129  -0.353  -1.597
H  1.558  0.938  -0.701

Summary:
- M (g mol⁻¹) = 89.09
- 2S+1 = 1
- Kohn-Sham gap (eV) = 10.697

Atomic partial charges in e from the Mulliken method, atoms 1 to 6:
1 O -0.51
2 C -0.41
3 C -0.48
4 N -0.52
5 C 0.09
6 O -0.12

---

two | Entry from OMol25: a 2-piece molecular cluster, C3H7NO2 overall (the ωB97M-V functional and the def2-TZVPD basis).

Geometry (Å):
N  -0.857  -1.555  -1.446
C  -0.668  -0.798  -2.370
O  -0.556  -0.136  -3.335
H  -0.492  -1.496  -0.492
C  -0.433  1.168  0.833
C  0.809  0.302  0.787
O  0.410  -1.047  1.044
H  -1.167  0.828  0.095
H  -0.896  1.121  1.823
H  -0.179  2.209  0.610
H  1.294  0.374  -0.198
H  1.534  0.626  1.545
H  1.202  -1.596  1.103

Summary:
- M (g mol⁻¹) = 89.09
- 2S+1 = 1
- SMILES = N=C=O.CCO
- Kohn-Sham gap (eV) = 11.257

Atomic partial charges in e from the Mulliken method, atoms 1 to 6:
1 N -0.57
2 C 0.62
3 O -0.46
4 H 0.47
5 C -0.99
6 C -0.26

---

three | Entry from OMol25: one molecule with the formula C3H7NO2 (the ωB97M-V functional and the def2-TZVPD basis).

Geometry (Å):
O  -1.705  0.182  -1.506
C  -0.573  0.539  -1.765
N  0.548  0.490  -0.863
C  0.764  -0.469  0.186
C  -0.047  -0.150  1.423
O  -1.395  -0.506  1.288
H  0.323  0.494  -2.450
H  1.043  1.375  -0.830
H  0.474  -1.457  -0.201
H  1.843  -0.505  0.393
H  0.356  -0.713  2.264
H  0.081  0.926  1.642
H  -1.713  -0.206  0.418

Summary:
- M (g mol⁻¹) = 89.09
- 2S+1 = 1
- SMILES = O=CNCCO
- Kohn-Sham gap (eV) = 10.271

Atomic partial charges in e from the Mulliken method, atoms 1 to 6:
1 O -0.55
2 C 0.02
3 N -0.21
4 C -0.57
5 C -0.31
6 O -0.51

---

four | Entry from OMol25: one molecule with the formula C3H7NO2 (the ωB97M-V functional and the def2-TZVPD basis).

Geometry (Å):
C  0.163  -2.089  0.201
O  0.123  -0.705  0.446
C  0.663  0.027  -0.631
C  0.313  1.496  -0.424
N  0.799  2.020  0.738
O  -0.306  2.141  -1.249
H  1.198  -2.462  0.149
H  -0.343  -2.332  -0.746
H  -0.361  -2.582  1.022
H  0.235  -0.289  -1.591
H  1.759  -0.101  -0.672
H  0.462  2.939  0.988
H  1.059  1.395  1.487

Summary:
- M (g mol⁻¹) = 89.09
- 2S+1 = 1
- SMILES = COCC(N)=O
- Kohn-Sham gap (eV) = 10.713

Atomic partial charges in e from the Mulliken method, atoms 1 to 6:
1 C -0.68
2 O -0.32
3 C -0.43
4 C 0.45
5 N -0.41
6 O -0.60

---

It is three that is the least stable of them.

---

one | Entry from OMol25: a 2-piece molecular cluster, C3H13N2 overall (the ωB97M-V functional and the def2-TZVPD basis).

Geometry (Å):
C  0.065  -2.342  1.055
H  -1.018  -2.379  0.908
H  0.328  -3.149  1.729
H  0.335  -1.381  1.488
H  0.577  -2.516  0.111
N  -1.247  -0.171  -1.007
C  0.090  0.559  -1.034
C  0.140  1.621  0.055
N  1.542  1.937  0.302
H  -1.313  -0.711  -0.140
H  -2.020  0.491  -1.083
H  -1.294  -0.834  -1.783
H  0.856  -0.193  -0.874
H  0.202  0.964  -2.035
H  -0.368  2.524  -0.279
H  -0.407  1.274  0.943
H  1.634  2.912  0.561
H  1.898  1.395  1.082

Summary:
- M (g mol⁻¹) = 77.15
- 2S+1 = 1
- Kohn-Sham gap (eV) = 10.158
- net charge = +1

Atomic partial charges in e from the Mulliken method, atoms 1 to 6:
1 C -1.14
2 H 0.30
3 H 0.32
4 H 0.27
5 H 0.29
6 N -0.22

---

two | Entry from OMol25: a 2-piece molecular cluster, C3H13N2 overall (the ωB97M-V functional and the def2-TZVPD basis).

Geometry (Å):
C  -1.436  1.536  -1.686
N  -1.773  0.333  -0.944
H  -0.590  1.388  -2.416
H  -2.324  1.942  -2.279
H  -1.098  2.419  -1.076
H  -0.337  -0.490  -0.425
H  -2.533  -0.193  -1.404
H  -2.165  0.622  -0.041
C  1.275  -0.158  2.042
C  1.622  -0.478  0.607
N  0.485  -1.258  0.044
H  1.237  -1.081  2.732
H  2.214  0.367  2.534
H  0.510  0.503  2.154
H  1.611  0.546  0.138
H  2.610  -0.989  0.384
H  0.844  -2.000  -0.630
H  0.265  -1.951  0.846

Summary:
- M (g mol⁻¹) = 77.15
- 2S+1 = 1
- Kohn-Sham gap (eV) = 11.409
- net charge = +1

Atomic partial charges in e from the Mulliken method, atoms 1 to 6:
1 C -0.78
2 N -0.68
3 H 0.27
4 H 0.31
5 H 0.29
6 H 0.45

---

It is two that is the least stable of them.